Record 1
{"formula": "CN4S2", "method": "wB97M-V/def2-TZVPD", "total_charge": 0, "multiplicity": 1, "de_lowest_kj_mol": 309.14, "homo_lumo_gap_ev": 7.65, "species": ["C", "N", "N", "N", "N", "S", "S"], "positions_angstrom": [[0.18213, 0.71611, 0.87251], [0.16631, -0.47893, 1.04951], [-0.02749, -1.44792, 0.14406], [-0.20733, -0.93165, -1.00900], [-0.23336, 0.21437, -1.36089], [0.28955, 2.34086, 1.23310], [-0.08473, 1.80044, -0.86955]], "forces_ev_per_a": [[0.2, -0.2, 1.6], [0.1, 1.8, 0.4], [0.0, -2.5, 0.6], [-0.2, 0.1, -1.1], [-0.3, -1.1, -1.6], [0.0, -0.1, 0.2], [0.1, 1.9, -0.1]], "lowdin_charge": [-0.81, 0.03, -0.05, -0.11, -0.35, 0.66, 0.64]}

***

Record 2
{"formula": "CNPS", "method": "wB97M-V/def2-TZVPD", "total_charge": 0, "multiplicity": 1, "de_lowest_kj_mol": 138.45, "homo_lumo_gap_ev": 7.52, "species": ["C", "N", "P", "S"], "positions_angstrom": [[-1.20095, 0.18770, 0.24415], [-2.02569, -0.46093, -0.16332], [1.13404, 0.97329, -0.04453], [2.09259, -0.70006, -0.03629]], "forces_ev_per_a": [[5.6, 3.1, 0.9], [-3.2, -2.3, -1.3], [-1.3, -3.0, 0.4], [-1.1, 2.2, 0.0]], "lowdin_charge": [-0.45, -0.07, 0.41, 0.12]}